Arrangement a

The following is a DFT calculation (the ωB97M-V functional and the def2-TZVPD basis) of a cluster of 4 separate species, C3H15N2O3 in total.

Atoms and positions in Å:
1 C -2.768 -0.114 0.141
2 C -1.313 0.041 0.229
3 C -0.559 -1.049 0.535
4 N 0.919 -1.055 0.458
5 N -0.778 1.285 0.099
6 H -3.027 -1.169 0.155
7 H -3.103 0.173 -0.868
8 H -3.141 0.473 0.992
9 H -0.927 -2.014 0.872
10 H 1.164 -0.920 1.456
11 H 1.364 -0.226 0.042
12 H 1.342 -1.900 0.085
13 H -1.285 1.914 -0.503
14 H 0.122 1.620 0.394
15 H 1.419 0.553 -3.735
16 H 0.699 1.772 -4.178
17 O 0.810 1.235 -3.380
18 H 0.550 -2.581 3.642
19 H 1.200 -1.251 4.051
20 O 1.113 -1.850 3.319
21 H 1.477 1.543 -1.754
22 H 2.721 2.065 -1.123
23 O 2.001 1.457 -0.931

## Properties
multiplicity	1
HOMO	-12.0808	eV
charge	+1

---

Arrangement b

The following is a DFT calculation (the ωB97M-V functional and the def2-TZVPD basis) of a cluster of 4 separate species, C3H15N2O3 in total.

Atoms and positions in Å:
1 C -1.841 1.876 0.124
2 C -0.865 0.758 0.289
3 C 0.394 1.010 0.659
4 N 1.294 -0.113 1.077
5 N -1.305 -0.480 -0.097
6 H -1.451 2.865 0.297
7 H -2.666 1.718 0.816
8 H -2.247 1.859 -0.890
9 H 0.803 1.934 0.908
10 H 2.233 0.216 1.276
11 H 1.306 -0.795 0.309
12 H 0.846 -0.536 1.890
13 H -2.227 -0.509 -0.497
14 H -0.686 -1.225 -0.375
15 H 0.779 -2.710 -4.129
16 H 0.483 -4.025 -3.467
17 O 0.801 -3.142 -3.267
18 H -0.881 4.140 1.957
19 H -0.768 3.268 3.238
20 O -0.356 3.464 2.392
21 H 1.570 -2.422 -1.640
22 H 1.954 -3.139 -0.243
23 O 1.422 -2.474 -0.682

## Properties
multiplicity	1
HOMO	-12.2286	eV
charge	+1

---

Most favorable structure: arrangement a. The second most favorable one is 0.056 eV above it.

---

Arrangement a

The following is a DFT calculation (the ωB97M-V functional and the def2-TZVPD basis) of a structure of composition C3H8I2NO.

Atoms and positions in Å:
1 C 0.003 0.106 1.812
2 C 4.483 -1.009 0.051
3 C 0.565 -0.765 0.724
4 N -0.268 -1.692 0.220
5 O 1.638 -0.545 0.204
6 I 3.821 0.835 0.027
7 I -4.734 0.859 -0.326
8 H 0.796 0.820 2.015
9 H -0.850 0.693 1.680
10 H -0.219 -0.312 2.844
11 H 4.401 -1.718 0.793
12 H 5.103 -1.261 -0.750
13 H -0.977 -2.233 0.774
14 H 0.154 -2.282 -0.514
15 H -5.323 -0.617 0.071

## Properties
multiplicity	1
HOMO (spin up / spin down)	-12.0671 / -12.0671	eV
charge	+1

---

Arrangement b

The following is a DFT calculation (the ωB97M-V functional and the def2-TZVPD basis) of the ion C3H8I2NO with charge +1.

Atoms and positions in Å:
1 C 1.528 0.437 1.944
2 C -1.023 -1.049 -2.539
3 C -0.773 0.410 -0.519
4 N -0.749 -0.797 -1.122
5 O -1.059 0.605 0.635
6 I -0.219 1.132 2.990
7 I 0.846 -0.871 -3.668
8 H 2.142 1.329 1.534
9 H 1.996 -0.135 2.638
10 H -1.378 -2.051 -2.678
11 H -1.667 -0.326 -2.798
12 H -0.420 1.135 -1.370
13 H -0.765 -1.583 -0.341
14 H 0.428 1.934 4.179
15 H 1.115 -0.169 1.114

## Properties
multiplicity	1
HOMO	-12.5608	eV
charge	+1

---

Arrangement c

The following is a DFT calculation (the ωB97M-V functional and the def2-TZVPD basis) of a cluster of 2 separate species, C3H8I2NO in total.

Atoms and positions in Å:
1 C -0.493 1.868 -1.336
2 C -0.013 0.445 -0.941
3 C -0.271 -0.116 1.308
4 N -0.717 -0.203 0.091
5 O 0.955 -2.407 1.558
6 I 1.447 0.906 1.960
7 I 0.526 -3.606 -0.064
8 H -0.058 2.176 -2.259
9 H -1.601 2.036 -1.433
10 H -0.052 2.574 -0.596
11 H 1.011 0.444 -0.623
12 H -0.005 -0.253 -1.737
13 H -0.829 -0.568 2.128
14 H -1.648 -0.584 -0.083
15 H 1.748 -2.712 2.028

## Properties
multiplicity	1
HOMO	-13.2424	eV
charge	+1

---

Most favorable structure: arrangement c. The second most favorable one is 0.962 eV above it.

---

Arrangement a

The following is a DFT calculation (the ωB97M-V functional and the def2-TZVPD basis) of a structure of composition C5H4S.

Atoms and positions in Å:
1 C 0.700 1.080 0.488
2 C 0.907 1.846 -0.479
3 C -0.883 -0.251 -0.086
4 C 0.350 -0.232 -0.942
5 C 0.193 -0.255 1.012
6 S 1.265 -1.369 -0.066
7 H -1.534 0.704 0.180
8 H -1.531 -1.080 -0.211
9 H 0.508 -0.052 -1.922
10 H 0.025 -0.392 2.026

## Properties
multiplicity	1
HOMO	-9.2405	eV

---

Arrangement b

The following is a DFT calculation (the ωB97M-V functional and the def2-TZVPD basis) of the molecule C5H4S.

Atoms and positions in Å:
1 C 2.684 1.708 0.049
2 C 1.936 0.727 -0.190
3 C -0.155 -0.584 0.216
4 C -1.011 0.657 0.236
5 C 1.011 -0.144 -0.542
6 S -2.611 0.841 -0.160
7 H 0.030 -0.770 1.327
8 H -0.692 -1.383 -0.438
9 H -0.600 1.594 0.509
10 H 0.973 -0.484 -1.497

## Properties
multiplicity	1
HOMO	-9.3237	eV

---

Arrangement c

The following is a DFT calculation (the ωB97M-V functional and the def2-TZVPD basis) of a structure of composition C5H4S.

Atoms and positions in Å:
1 C 0.803 -1.354 -0.178
2 C 1.738 -0.744 0.359
3 C -0.676 0.194 0.559
4 C -0.462 -0.887 -0.425
5 C 0.114 0.990 -0.306
6 S 1.850 0.940 -0.003
7 H -1.726 0.407 0.600
8 H -0.233 -0.013 1.514
9 H -1.007 -1.208 -1.198
10 H -0.399 1.673 -0.922

## Properties
multiplicity	1
HOMO (spin up / spin down)	-8.5553 / -8.5571	eV

---

Most favorable structure: arrangement b. The second most favorable one is 0.340 eV above it.